This record from OMol25 describes the molecule C8H8Cl2O3 in a non-equilibrium geometry. The level of theory is ωB97M-V with the def2-TZVPD basis set.

Calculated values
Multiplicity: 1
Maximum force in hartree/bohr: 0.0951
Relative energy (zero: lowest compared OMol25 entry of this formula, charge and spin) in kJ/mol: 209.9
Orbital gap in eV: 8.35
SMILES string: CO\C(Cl)=C/C(C=O)=C\C=C(\O)Cl

Last column: Mulliken charge in e.
Positions of all 21 atoms, in Å:
1 C 1.804365 0.581528 -0.755338  -0.23
2 C 0.701343 1.272527 -1.236477  -0.55
3 C 0.282529 -1.270609 -0.664920  -0.94
4 C 1.668439 -0.701632 -0.394671  0.76
5 C 2.801774 -1.607617 -0.284591  -0.33
6 C -0.345636 1.542839 -0.448914  0.28
7 C -0.807377 -0.889491 0.049504  0.64
8 C -2.050101 -0.064770 1.838583  -0.99
9 O 3.879564 -1.197685 0.062542  -0.49
10 O -1.629750 1.717522 -0.844714  -0.49
11 O -0.884013 -0.573809 1.338069  -0.22
12 Cl -0.115040 2.117111 1.159305  -0.10
13 Cl -2.351584 -1.254001 -0.853091  -0.20
14 H 2.904489 0.938432 -0.728471  0.30
15 H 0.514505 1.433223 -2.318347  0.28
16 H 0.367637 -1.969525 -1.477950  0.43
17 H 2.515991 -2.647033 -0.317464  0.36
18 H -2.782854 -0.802124 1.740063  0.48
19 H -2.419854 0.775419 1.364968  0.41
20 H -1.959913 0.203481 2.905894  0.21
21 H -2.094512 2.396218 -0.133975  0.39

Force components x, y, z for each atom (eV/Å):
4.75 -0.57 1.00
-2.78 2.32 -1.24
1.46 0.36 2.55
-2.77 -0.20 -1.04
-0.09 1.18 1.82
0.00 1.82 -0.61
-0.05 -3.01 -2.28
-0.89 -0.11 2.36
0.79 -0.51 -0.40
-1.30 2.61 2.16
2.01 -0.23 -1.01
0.54 0.15 0.86
0.49 0.00 0.95
-1.90 -0.24 -0.45
0.27 -0.43 0.62
-1.20 0.06 -0.42
0.32 -1.03 -0.46
-1.41 -1.22 0.13
-0.46 1.80 -1.24
0.49 -0.35 -0.51
1.75 -2.41 -2.79